Entry A
ORCA calculation (the ωB97M-V functional and the def2-TZVPD basis) on a molecular structure, C3H4Cl2O.

ORCA input file:
```
! wB97M-V def2-TZVPD RIJCOSX def2/J DEFGRID3
* xyz 0 1
C 0.981 -0.579 0.050
C 0.116 0.537 0.514
C -1.047 -0.022 -0.400
O -0.065 -1.536 -0.201
Cl 0.762 2.153 0.049
Cl -2.639 0.127 0.178
H 1.451 -0.269 -0.933
H 1.595 -0.930 0.756
H -0.230 0.566 1.507
H -0.923 -0.046 -1.519
*
```

Summary:
Highest occupied orbital energy, eV: -10.31

=====

Entry B
ORCA calculation (the ωB97M-V functional and the def2-TZVPD basis) on a molecular structure, C3H4Cl2O.

ORCA input file:
```
! wB97M-V def2-TZVPD RIJCOSX def2/J DEFGRID3
* xyz 0 1
C 0.400 -0.778 -0.160
C 0.094 0.728 0.263
C -1.185 0.442 -0.598
O -0.950 -0.917 -0.593
Cl 1.130 2.073 -0.167
Cl -2.702 0.836 0.178
H 1.145 -0.980 -0.923
H 0.680 -1.566 0.608
H -0.204 0.670 1.383
H -1.146 0.829 -1.596
*
```

Summary:
Highest occupied orbital energy, eV: -10.50

=====

Of them, entry B has the highest stability.

=====

Entry A
ORCA calculation (the ωB97M-V functional and the def2-TZVPD basis) on 2 unconnected molecules or ions with the total composition C5H10NO2.

ORCA input file:
```
! wB97M-V def2-TZVPD RIJCOSX def2/J DEFGRID3
* xyz 1 1
C -2.687 1.006 -0.096
C -1.102 -1.487 -0.716
C -1.446 0.753 0.298
C -0.765 -0.535 0.161
C 2.225 0.196 -0.434
N 0.384 -0.683 0.965
O 2.137 1.445 -0.108
O 3.203 -0.508 -0.023
H -3.129 1.976 0.046
H -3.308 0.260 -0.557
H -0.561 -2.414 -0.777
H -1.938 -1.367 -1.377
H -0.877 1.525 0.803
H 1.605 -0.263 -1.200
H 0.667 -1.645 1.105
H 0.359 -0.154 1.827
H 1.416 1.953 -0.513
H 3.816 -0.059 0.594
*
```

Summary:
Highest occupied orbital energy (alpha / beta), eV: -12.28 / -12.28

=====

Entry B
ORCA calculation (the ωB97M-V functional and the def2-TZVPD basis) on 3 unconnected molecules or ions with the total composition C5H10NO2.

ORCA input file:
```
! wB97M-V def2-TZVPD RIJCOSX def2/J DEFGRID3
* xyz 1 1
O -1.413 0.561 -1.394
C -0.940 -0.183 -0.542
O 0.703 -2.805 1.363
C -0.637 0.336 0.908
C 0.630 0.271 -0.059
C 0.997 1.584 -0.677
C 0.978 1.796 -2.004
N -0.548 -0.573 1.921
H -1.070 -1.258 -0.554
H -0.907 1.393 1.153
H 1.329 -0.337 0.536
H 1.163 -0.793 -1.220
H 1.147 2.414 0.016
H 0.482 1.095 -2.663
H 1.287 2.754 -2.373
H 0.813 -3.610 1.888
H 0.363 -2.046 1.914
H -1.483 -0.754 2.328
*
```

Summary:
Highest occupied orbital energy, eV: -14.61

=====

Entry C
ORCA calculation (the ωB97M-V functional and the def2-TZVPD basis) on a gas-phase ion, C5H10NO2 (charge +1).

ORCA input file:
```
! wB97M-V def2-TZVPD RIJCOSX def2/J DEFGRID3
* xyz 1 1
C 1.588 1.221 0.020
C 0.398 -0.810 0.749
C 1.432 -1.657 0.117
C -0.686 1.394 0.803
C 0.025 0.471 -1.416
N 0.319 0.587 0.092
O 1.972 2.312 0.044
O 2.599 -0.970 -0.082
H -0.618 -1.364 0.703
H 0.646 -0.591 1.846
H 1.595 -2.474 0.804
H 1.236 -2.214 -0.794
H -0.138 2.088 1.574
H -1.135 2.047 -0.039
H -1.306 0.688 1.345
H 0.660 1.184 -1.958
H 0.235 -0.515 -1.856
H -1.095 0.626 -1.437
*
```

Summary:
Highest occupied orbital energy (alpha / beta), eV: -13.89 / -13.90

=====

Entry D
ORCA calculation (the ωB97M-V functional and the def2-TZVPD basis) on a gas-phase ion, C5H10NO2 (charge +1).

ORCA input file:
```
! wB97M-V def2-TZVPD RIJCOSX def2/J DEFGRID3
* xyz 1 1
C -0.846 0.883 1.279
C 1.523 -0.586 -0.068
C -0.757 -0.940 -0.475
C 0.201 1.266 0.311
C -1.010 0.527 -0.200
N 0.584 -1.155 -1.018
O 0.871 2.351 -0.091
O -1.984 1.104 -0.920
H -0.830 -0.039 1.990
H -1.443 1.721 1.720
H 2.485 -0.610 -0.522
H 1.260 -1.049 0.899
H -0.659 -1.486 0.602
H -1.639 -1.408 -0.854
H 0.747 -0.795 -2.009
H 0.855 -2.220 -1.066
H 1.269 2.865 0.638
H -1.820 2.116 -1.086
*
```

Summary:
Highest occupied orbital energy, eV: -12.73

=====

Of them, entry A has the highest stability.